No. 1
Molecular formula: CHF3NO2S
Method: DFT, the ωB97M-V functional and the def2-TZVPD basis

```
9
Properties=species:S:1:pos:R:3:nbo_charge:R:1
C -3.53 -0.83 0.82 0.733
N -0.56 0.36 1.25 -0.922
O -1.92 -1.00 3.00 -0.983
O 1.50 0.13 0.33 -0.563
F -3.10 -1.76 -0.02 -0.351
F -4.61 -1.39 1.50 -0.371
F -4.12 0.15 0.02 -0.386
S -1.85 -0.04 1.89 1.414
H 0.80 -0.37 -0.10 0.431
```

HOMO level (spin up / spin down)   -5.1918 / -3.9160 eV
Frontier orbital gap (spin up / spin down)   0.3097 / 0.2543 hartree
Charge   -1
Relative energy (zero: lowest compared OMol25 entry of this formula, charge and spin)   126.8 kcal/mol
Multiplicity   1


No. 2
Molecular formula: C5H12O
Method: DFT, the ωB97M-V functional and the def2-TZVPD basis

```
18
Properties=species:S:1:pos:R:3:nbo_charge:R:1
C -0.45 0.63 -1.52 -0.372
C 0.71 0.68 -0.88 -0.226
C 1.51 -0.53 -0.48 -0.441
C 2.22 -0.42 0.87 -0.602
H -1.00 1.52 -1.82 0.215
H -0.94 -0.33 -1.73 0.193
H 1.15 1.66 -0.67 0.201
H 0.87 -1.42 -0.50 0.203
H 2.27 -0.68 -1.27 0.213
H 2.84 0.48 0.92 0.205
H 2.88 -1.28 1.03 0.213
H 1.51 -0.38 1.70 0.204
C -2.54 -0.21 0.77 -0.251
O -1.90 1.04 0.63 -0.741
H -2.92 -0.30 1.79 0.170
H -1.87 -1.06 0.59 0.160
H -3.38 -0.29 0.08 0.168
H -0.96 0.90 0.47 0.488
```

HOMO level   -9.4452 eV
Structure (SMILES)   C=CCC.CO
Frontier orbital gap   0.3850 hartree
Charge   0
Relative energy (zero: lowest compared OMol25 entry of this formula, charge and spin)   36.5 kcal/mol
Multiplicity   1


No. 3
Molecular formula: C6H12N
Method: DFT, the ωB97M-V functional and the def2-TZVPD basis

```
19
Properties=species:S:1:pos:R:3:nbo_charge:R:1
C -1.90 -0.75 -1.78 -0.634
C -1.40 -1.66 -0.68 -0.385
C -0.69 -1.06 0.58 -0.431
C 0.52 -0.35 0.26 -0.244
C 1.04 0.53 1.13 -0.014
N 2.02 1.48 0.56 -0.544
C 2.61 2.47 1.12 -0.313
H -2.88 -1.29 -1.95 0.226
H -1.93 0.32 -1.48 0.208
H -1.35 -0.75 -2.65 0.206
H -2.19 -2.19 -0.07 0.200
H -0.75 -2.42 -1.12 0.200
H -1.26 -0.36 1.14 0.200
H -0.43 -1.86 1.13 0.207
H 0.61 -0.22 -0.80 0.191
H 0.73 0.69 2.16 0.203
H 1.85 1.66 -0.38 0.376
H 2.25 2.45 2.15 0.149
H 3.15 3.32 0.68 0.199
```

HOMO level (spin up / spin down)   -5.4918 / -8.8748 eV
Frontier orbital gap (spin up / spin down)   0.2424 / 0.3662 hartree
Charge   0
Relative energy (zero: lowest compared OMol25 entry of this formula, charge and spin)   45.0 kcal/mol
Multiplicity   2


No. 4
Molecular formula: C30H79N2O25S8
Method: DFT, the ωB97M-V functional and the def2-TZVPD basis

```
144
Properties=species:S:1:pos:R:3:mulliken_charge:R:1
C 3.42 0.94 1.18 -0.703
N 1.98 0.66 1.56 -0.299
C 1.24 0.31 0.29 -0.864
C -0.25 -0.35 0.49 1.218
C -1.00 0.02 1.90 -0.827
N -2.37 0.63 1.59 -0.220
C -2.06 1.90 0.78 -0.238
C -1.51 1.39 -0.68 -0.677
O -1.05 -0.01 -0.72 -0.332
H 3.90 -0.09 0.90 0.227
H 3.44 1.61 0.21 0.306
H 4.02 1.52 2.03 0.267
H 1.60 1.61 1.85 0.279
H 1.27 1.24 -0.46 0.265
H 1.90 -0.53 -0.25 0.335
H -0.11 -1.53 0.45 -0.303
H -0.45 0.80 2.58 0.307
H -1.20 -0.99 2.47 0.323
H -2.98 -0.05 1.08 0.416
H -2.90 0.89 2.47 0.278
H -1.21 2.50 1.36 0.274
H -2.99 2.62 0.67 0.333
H -2.42 1.46 -1.46 0.357
H -0.69 2.16 -1.06 0.291
O -2.37 3.83 3.71 -0.637
S -3.76 4.26 3.66 1.241
O -4.45 4.47 2.40 -0.610
O -3.94 5.59 4.58 -0.287
C -3.10 6.71 4.34 -0.287
C -3.55 7.49 3.13 -0.987
C -4.73 3.16 4.66 -0.937
H -2.05 6.39 4.24 0.301
H -3.16 7.35 5.23 0.283
H -3.42 6.91 2.21 0.284
H -2.98 8.42 3.03 0.389
H -4.62 7.73 3.20 0.270
H -4.24 3.04 5.63 0.333
H -4.78 2.20 4.14 0.309
H -5.73 3.58 4.78 0.357
O -1.87 1.25 -6.30 -0.609
S -0.87 0.21 -6.46 1.266
O -1.13 -0.98 -7.25 -0.659
O -0.33 -0.24 -4.99 -0.294
C -1.28 -0.64 -4.01 0.210
C -1.77 -2.05 -4.26 -1.176
C 0.63 0.95 -7.04 -1.028
H -2.12 0.07 -3.97 0.236
H -0.77 -0.60 -3.04 -0.050
H -2.36 -2.11 -5.18 0.351
H -2.39 -2.40 -3.43 0.384
H -0.92 -2.74 -4.39 0.320
H 0.86 1.82 -6.42 0.310
H 0.49 1.26 -8.07 0.395
H 1.43 0.21 -6.98 0.380
O 3.34 -5.13 1.10 -0.717
S 2.36 -4.72 2.09 1.165
O 2.65 -4.72 3.51 -0.606
O 0.98 -5.55 1.84 -0.406
C 1.04 -6.97 1.80 -0.402
C 1.14 -7.57 3.19 -1.157
C 1.74 -3.12 1.64 -0.708
H 1.86 -7.31 1.16 0.398
H 0.11 -7.32 1.33 0.345
H 2.10 -7.32 3.65 0.347
H 1.05 -8.66 3.15 0.409
H 0.36 -7.16 3.84 0.276
H 1.47 -3.13 0.58 0.292
H 2.53 -2.39 1.82 0.308
H 0.87 -2.89 2.26 0.200
O 7.41 -2.27 4.23 -0.595
S 6.24 -1.42 4.21 1.112
O 6.04 -0.41 3.20 -0.572
O 6.07 -0.73 5.68 -0.266
C 7.16 -0.02 6.23 -0.163
C 7.30 1.36 5.60 -1.068
C 4.80 -2.45 4.27 -0.943
H 8.09 -0.59 6.13 0.165
H 6.97 0.10 7.30 0.315
H 7.59 1.29 4.55 0.291
H 8.05 1.95 6.12 0.407
H 6.34 1.90 5.64 0.257
H 4.92 -3.18 5.07 0.394
H 4.70 -2.95 3.31 0.246
H 3.92 -1.81 4.45 0.382
O 7.18 -6.89 7.94 -0.638
S 7.22 -5.52 8.41 1.156
O 6.33 -4.50 7.89 -0.543
O 8.75 -4.98 8.32 -0.248
C 9.43 -5.07 7.07 -0.491
C 8.99 -3.97 6.12 -0.715
C 7.10 -5.53 10.18 -0.962
H 9.30 -6.06 6.63 0.325
H 10.50 -4.94 7.28 0.297
H 7.95 -4.12 5.81 0.204
H 9.61 -3.97 5.22 0.439
H 9.05 -2.99 6.60 0.163
H 7.80 -6.25 10.59 0.346
H 6.08 -5.81 10.45 0.368
H 7.32 -4.52 10.56 0.304
O -5.93 1.58 -10.88 -0.633
S -5.80 2.84 -10.18 1.192
O -5.07 3.95 -10.72 -0.595
O -5.27 2.55 -8.66 -0.305
C -4.08 1.80 -8.49 -0.334
C -2.85 2.64 -8.76 -0.329
C -7.43 3.40 -9.73 -0.925
H -4.08 0.90 -9.12 0.348
H -4.05 1.46 -7.45 0.224
H -2.78 2.92 -9.82 0.421
H -1.94 2.10 -8.50 -0.111
H -2.88 3.57 -8.19 0.007
H -7.97 2.57 -9.27 0.315
H -7.93 3.72 -10.65 0.379
H -7.33 4.24 -9.05 0.298
O -2.57 -7.15 1.18 -0.657
S -2.81 -5.89 1.86 1.170
O -2.64 -5.74 3.29 -0.621
O -4.28 -5.33 1.44 -0.235
C -5.41 -6.17 1.63 -0.343
C -5.83 -6.21 3.08 -0.975
C -1.85 -4.63 1.05 0.016
H -5.21 -7.18 1.24 0.330
H -6.22 -5.75 1.03 0.267
H -5.08 -6.71 3.70 0.297
H -6.78 -6.76 3.19 0.393
H -5.96 -5.20 3.48 0.242
H -2.02 -4.70 -0.03 0.440
H -0.80 -4.80 1.28 -0.311
H -2.16 -3.65 1.43 0.221
O -1.43 6.35 -8.42 -0.630
S -2.60 7.20 -8.44 1.187
O -2.80 8.22 -9.45 -0.613
O -2.78 7.89 -6.97 -0.280
C -1.68 8.61 -6.42 -0.329
C -1.55 9.98 -7.04 -1.000
C -4.05 6.18 -8.37 -0.896
H -0.75 8.04 -6.52 0.321
H -1.88 8.72 -5.35 0.267
H -1.26 9.91 -8.10 0.301
H -0.79 10.57 -6.52 0.387
H -2.51 10.52 -7.01 0.264
H -3.93 5.44 -7.58 0.297
H -4.15 5.67 -9.34 0.293
H -4.92 6.81 -8.20 0.458
```

HOMO level   -11.8673 eV
Frontier orbital gap   0.3073 hartree
Charge   +1
Multiplicity   1


No. 5
Molecular formula: ClH12LiO6
Method: DFT, the ωB97M-V functional and the def2-TZVPD basis

```
20
Properties=species:S:1:pos:R:3:nbo_charge:R:1
Li -1.14 -0.28 3.23 0.983
Cl 0.23 -0.02 1.23 -0.579
O 1.09 -0.44 -1.94 -0.773
H 1.65 -1.20 -1.81 0.484
H 0.49 -0.44 -1.19 0.469
O 1.14 -3.15 1.27 -0.878
H 0.89 -2.23 1.19 0.451
H 2.06 -3.17 1.00 0.477
O -2.54 0.73 -0.92 -0.845
H -2.40 1.41 -1.58 0.493
H -1.76 0.77 -0.37 0.458
O 2.66 2.50 0.37 -0.850
H 2.14 1.70 0.29 0.458
H 2.95 2.68 -0.52 0.487
O -1.75 -2.72 -0.09 -0.903
H -2.68 -2.53 -0.08 0.476
H -1.34 -1.97 0.34 0.442
O -0.51 2.85 -0.51 -0.808
H 0.03 2.32 0.06 0.474
H -1.21 3.19 0.06 0.483
```

HOMO level (spin up / spin down)   -14.7176 / -14.4368 eV
Frontier orbital gap (spin up / spin down)   0.3596 / 0.1326 hartree
Charge   +1
Multiplicity   2


No. 6
Molecular formula: C7H18N2O
Method: DFT, the ωB97M-V functional and the def2-TZVPD basis

```
28
Properties=species:S:1:pos:R:3:nbo_charge:R:1
C 0.82 1.80 -0.68 -0.761
C 1.20 1.03 0.55 0.628
O 1.26 1.54 1.64 -0.563
C 1.46 -0.48 0.40 0.001
C 1.43 -1.00 -1.03 -0.617
C 2.84 -0.77 1.04 -0.616
N 0.36 -1.12 1.14 -0.847
H 1.52 1.63 -1.49 0.226
H 0.76 2.86 -0.44 0.232
H -0.17 1.44 -0.99 0.288
H 0.47 -0.79 -1.50 0.227
H 1.57 -2.08 -1.02 0.210
H 2.23 -0.56 -1.63 0.211
H 3.63 -0.30 0.46 0.209
H 2.86 -0.38 2.05 0.229
H 3.02 -1.85 1.06 0.204
H 0.30 -0.71 2.07 0.379
H 0.54 -2.11 1.24 0.364
C -2.83 -0.61 -1.17 -0.408
N -1.91 0.20 -0.41 -0.670
C -2.59 1.10 0.51 -0.417
H -3.45 0.04 -1.80 0.187
H -3.50 -1.22 -0.54 0.160
H -2.27 -1.29 -1.81 0.194
H -1.28 -0.40 0.12 0.396
H -3.17 1.82 -0.07 0.187
H -1.84 1.64 1.09 0.202
H -3.27 0.58 1.20 0.163
```

HOMO level   -8.5661 eV
Structure (SMILES)   CC(=O)C(C)(C)N.CNC
Frontier orbital gap   0.3462 hartree
Charge   0
Relative energy (zero: lowest compared OMol25 entry of this formula, charge and spin)   18.1 kcal/mol
Multiplicity   1


No. 7
Molecular formula: C2H8NO2
Method: DFT, the ωB97M-V functional and the def2-TZVPD basis

```
13
Properties=species:S:1:pos:R:3:nbo_charge:R:1
C -0.28 -1.08 -1.01 -0.460
N -1.08 0.17 -1.22 -0.712
H -0.66 -2.02 -1.63 0.242
H 0.75 -1.05 -1.29 0.243
H -0.21 -1.39 0.05 0.241
H -0.59 0.83 -0.46 0.475
H -2.04 0.10 -0.85 0.427
H -1.16 0.38 -2.16 0.430
O 0.43 1.44 0.38 -0.619
C 0.75 1.12 1.56 0.689
O 1.15 -0.13 1.82 -0.651
H 1.19 1.86 2.26 0.169
H 1.75 -0.24 2.55 0.527
```

HOMO level   -16.0915 eV
Frontier orbital gap   0.4452 hartree
Charge   +1
Relative energy (zero: lowest compared OMol25 entry of this formula, charge and spin)   36.3 kcal/mol
Multiplicity   1


No. 8
Molecular formula: C5H12O
Method: DFT, the ωB97M-V functional and the def2-TZVPD basis

```
18
Properties=species:S:1:pos:R:3:nbo_charge:R:1
C 2.00 0.09 -1.40 -0.409
C 0.83 0.28 -0.81 -0.170
C 0.05 -0.83 -0.17 -0.437
C -0.38 -0.52 1.26 -0.393
C -0.97 -1.70 2.00 -0.602
H 2.47 -0.89 -1.41 0.183
H 2.52 0.93 -1.83 0.193
H 0.37 1.23 -1.03 0.217
H -0.80 -1.04 -0.83 0.206
H 0.68 -1.73 -0.21 0.196
H -1.04 0.35 1.27 0.201
H 0.48 -0.15 1.80 0.199
H -0.93 -1.54 3.08 0.209
H -2.00 -1.92 1.73 0.204
H -0.33 -2.56 1.84 0.200
O -0.91 3.21 -1.39 -0.934
H -0.38 3.78 -1.95 0.469
H -1.67 3.01 -1.95 0.469
```

HOMO level   -9.3408 eV
Structure (SMILES)   C=CCCC.O
Frontier orbital gap   0.3728 hartree
Charge   0
Relative energy (zero: lowest compared OMol25 entry of this formula, charge and spin)   23.4 kcal/mol
Multiplicity   1


No. 9
Molecular formula: C30H72N4O2
Method: DFT, the ωB97M-V functional and the def2-TZVPD basis

```
108
Properties=species:S:1:pos:R:3:mulliken_charge:R:1
C 0.86 -5.84 -6.42 -1.365
C -0.09 -6.43 -5.39 -0.260
N -1.45 -5.89 -5.49 -0.057
C -2.35 -6.77 -4.75 -0.787
C -2.09 -6.96 -3.23 -0.837
C -1.47 -4.50 -5.02 0.021
C -2.84 -3.85 -5.03 -1.436
H 1.01 -4.77 -6.26 0.317
H 0.42 -5.97 -7.42 0.329
H 1.82 -6.35 -6.41 0.418
H -0.18 -7.50 -5.60 0.397
H 0.32 -6.29 -4.38 0.259
H -3.37 -6.41 -4.87 0.407
H -2.30 -7.74 -5.25 0.448
H -3.05 -7.08 -2.73 0.337
H -1.48 -7.83 -3.03 0.313
H -1.60 -6.09 -2.80 0.152
H -0.77 -3.96 -5.65 0.316
H -1.04 -4.43 -4.00 0.015
H -2.79 -2.86 -4.57 0.383
H -3.55 -4.43 -4.45 0.330
H -3.23 -3.76 -6.04 0.323
C 3.23 1.87 -1.54 -1.149
C 1.95 1.10 -1.77 -0.217
N 2.09 -0.30 -1.42 0.129
C 0.90 -1.07 -1.70 0.199
C 1.18 -2.53 -1.94 -1.373
C 2.65 -0.55 -0.10 -1.157
C 1.89 0.12 1.06 0.349
H 4.05 1.31 -2.00 0.333
H 3.39 2.06 -0.48 0.094
H 3.19 2.83 -2.07 0.348
H 1.10 1.56 -1.21 0.168
H 1.66 1.18 -2.82 0.506
H 0.11 -0.95 -0.93 -0.302
H 0.48 -0.67 -2.63 0.548
H 0.30 -3.10 -2.24 0.192
H 1.98 -2.64 -2.67 0.401
H 1.56 -3.03 -1.04 0.243
H 3.69 -0.23 -0.08 0.395
H 2.65 -1.63 0.07 0.310
H 0.87 0.36 0.74 -0.458
H 2.38 0.98 1.51 0.160
H 1.70 -0.61 1.86 0.025
C -1.37 -0.86 4.51 -0.514
C -2.75 -0.31 4.10 -0.990
N -2.67 0.87 3.25 0.739
C -3.65 1.88 3.65 -0.706
C -3.22 2.63 4.91 -1.027
C -2.89 0.51 1.84 -1.402
C -1.75 -0.30 1.25 -0.019
H -0.72 -1.10 3.67 -0.278
H -1.53 -1.80 5.05 0.422
H -0.88 -0.15 5.18 0.271
H -3.37 -1.10 3.65 0.316
H -3.22 -0.02 5.05 0.480
H -3.75 2.60 2.84 0.402
H -4.66 1.45 3.82 0.385
H -3.93 3.42 5.14 0.418
H -3.15 1.95 5.76 0.311
H -2.21 3.03 4.74 0.130
H -2.93 1.45 1.28 0.503
H -3.82 -0.06 1.74 0.260
H -1.90 -0.38 0.17 0.533
H -1.67 -1.29 1.69 0.015
H -0.81 0.24 1.36 -0.252
C 3.30 4.42 1.64 -0.334
C 2.68 4.94 2.93 -1.028
N 1.22 4.78 3.03 0.280
C 0.48 5.78 2.28 -0.483
C 0.11 6.96 3.15 -1.287
C 0.74 3.44 2.85 -0.223
C 1.36 2.42 3.80 -1.238
H 4.38 4.55 1.62 0.503
H 2.89 4.92 0.76 0.227
H 3.09 3.36 1.51 -0.270
H 3.15 4.49 3.80 0.412
H 2.86 6.02 3.01 0.396
H 1.06 6.13 1.41 0.290
H -0.43 5.32 1.90 0.443
H -0.56 6.64 3.95 0.263
H 1.01 7.45 3.53 0.287
H -0.45 7.70 2.57 0.433
H 0.90 3.07 1.82 0.189
H -0.34 3.47 3.00 0.418
H 2.44 2.31 3.64 0.362
H 0.86 1.47 3.67 -0.070
H 1.33 2.73 4.85 0.486
C 1.42 -3.68 4.63 -1.265
C 1.62 -3.11 3.26 0.938
C 0.46 -3.25 2.28 -0.364
O 2.69 -2.71 2.88 -0.554
H 0.60 -3.14 5.12 0.235
H 2.30 -3.51 5.25 0.365
H 1.16 -4.74 4.60 0.334
H -0.49 -3.27 2.81 0.309
H 0.62 -4.21 1.80 0.543
H 0.49 -2.44 1.56 -0.375
C 0.93 3.99 -3.66 -0.748
C -0.13 4.63 -4.52 0.631
C -0.81 5.86 -3.93 -1.125
O -0.44 4.18 -5.60 -0.552
H 0.46 3.67 -2.72 0.225
H 1.65 4.76 -3.36 0.338
H 1.40 3.17 -4.19 0.287
H -0.08 6.66 -3.85 0.321
H -1.24 5.58 -2.97 0.325
H -1.62 6.18 -4.58 0.313
```

HOMO level   -8.1318 eV
Structure (SMILES)   CCN(CC)CC.CCN(CC)CC.CCN(CC)CC.CCN(CC)CC.CC(C)=O.CC(C)=O
Frontier orbital gap   0.3147 hartree
Charge   0
Relative energy (zero: lowest compared OMol25 entry of this formula, charge and spin)   0.0 kcal/mol
Multiplicity   1


No. 10
Molecular formula: C5H11NO
Method: DFT, the ωB97M-V functional and the def2-TZVPD basis

```
18
Properties=species:S:1:pos:R:3:nbo_charge:R:1
C -1.20 -1.55 -1.88 -0.439
N -0.61 -1.82 -0.57 -0.406
C -0.55 -0.98 0.44 0.149
C -0.47 0.41 0.25 -0.186
C -0.15 1.27 1.31 -0.246
C 0.05 2.60 1.19 -0.166
H -0.62 -0.81 -2.43 0.238
H -2.22 -1.19 -1.76 0.229
H -1.28 -2.49 -2.41 0.250
H -0.67 -2.77 -0.22 0.423
H -0.96 -1.40 1.35 0.246
H -0.93 0.86 -0.62 0.241
H 0.02 0.79 2.27 0.232
H 0.45 3.21 1.99 0.227
H 0.07 3.09 0.23 0.208
H 2.23 0.20 0.46 0.456
H 3.72 0.65 0.14 0.487
O 3.12 -0.09 0.25 -0.941
```

HOMO level (spin up / spin down)   -13.5413 / -14.5686 eV
Frontier orbital gap (spin up / spin down)   0.3293 / 0.2857 hartree
Charge   +1
Relative energy (zero: lowest compared OMol25 entry of this formula, charge and spin)   35.7 kcal/mol
Multiplicity   2


No. 11
Molecular formula: C6H10
Method: DFT, the ωB97M-V functional and the def2-TZVPD basis

```
16
Properties=species:S:1:pos:R:3:nbo_charge:R:1
C 0.28 -3.51 0.38 -0.256
C -0.12 -2.48 -0.06 0.010
C -0.61 -1.22 -0.40 -0.495
C 0.32 -0.07 -0.06 -0.378
C -0.43 1.23 -0.10 -0.389
C 0.44 2.42 0.24 -0.603
H 0.80 -4.38 0.59 0.223
H -1.56 -1.31 0.20 0.241
H -0.90 -1.23 -1.45 0.232
H 1.14 -0.02 -0.78 0.204
H 0.78 -0.18 0.92 0.207
H -1.26 1.16 0.61 0.195
H -0.89 1.34 -1.08 0.194
H 0.89 2.35 1.24 0.204
H -0.13 3.35 0.22 0.211
H 1.26 2.53 -0.46 0.201
```

HOMO level   -9.7288 eV
Structure (SMILES)   C#CCCCC
Frontier orbital gap   0.3981 hartree
Charge   0
Relative energy (zero: lowest compared OMol25 entry of this formula, charge and spin)   42.0 kcal/mol
Multiplicity   1


| no. | F_max (Eh/bohr) |
| --- | --- |
| 1 | 0.02828 |
| 2 | 0.00956 |
| 3 | 0.11749 |
| 4 | 0.05636 |
| 5 | 0.01270 |
| 6 | 0.00997 |
| 7 | 0.09168 |
| 8 | 0.02422 |
| 9 | 0.02244 |
| 10 | 0.03338 |
| 11 | 0.03337 |